The following is a DFT calculation (the ωB97M-V functional and the def2-TZVPD basis) of a single C5H8O2 molecule.

Its structure (SMILES) is OCCOC1C=C1. As for the HOMO-LUMO gap: 10.909 eV. The value obtained for the LUMO energy is 1.1477 eV. For the total energy, the calculation gives -9406.33705 eV. The calculation puts the energy relative to the best compared isomer or geometry (same formula, charge and spin) at 80.6 kcal per mole.

Each line ends with the natural charge from an NBO analysis.
Geometry (Å):
1 H 1.904 -0.500 -1.547  0.166
2 C -0.843 0.634 -0.926  -0.092
3 H -1.065 -0.361 -1.324  0.175
4 H -2.708 0.881 0.168  0.179
5 C 1.165 -1.520 0.293  -0.223
6 H -0.400 -0.205 1.329  0.468
7 C -1.625 0.899 0.349  -0.083
8 O 0.542 0.770 -0.641  -0.560
9 H -1.366 1.908 0.702  0.162
10 O -1.360 -0.069 1.337  -0.722
11 H -1.131 1.369 -1.690  0.184
12 H 0.653 -2.452 0.463  0.238
13 C 1.384 -0.357 -0.600  0.049
14 C 2.063 -0.662 0.679  -0.174
15 H 2.788 -0.334 1.407  0.233

Forces on the atoms, in the same order (eV/Å):
-0.0545 0.0971 0.0243
-0.2361 -0.1086 -0.0507
0.0150 -0.0493 0.0914
0.2137 -0.0351 -0.0913
0.1694 0.0762 0.2448
-0.1970 0.0678 0.2274
-0.2335 0.2487 -0.2384
-0.0023 0.2469 0.1523
-0.0085 -0.1125 -0.0031
0.2653 -0.1800 0.0675
0.1951 -0.0775 0.1238
-0.0812 0.1063 0.0060
0.1942 -0.0096 -0.3888
-0.2019 -0.1887 -0.0285
-0.0378 -0.0817 -0.1366

=====

The following is a DFT calculation (the ωB97M-V functional and the def2-TZVPD basis) of C20H28NO3Pm as an isolated structure.

As for the HOMO-LUMO gap (spin up / spin down): 6.933 / 7.023 eV. The value obtained for the LUMO energy (spin up / spin down) is -0.0716 / -0.0372 eV. For the total energy, the calculation gives -45378.50863 eV. The calculation puts the energy relative to the best compared isomer or geometry (same formula, charge and spin) at 36.9 kcal per mole. Its multiplicity is 5.

Each line ends with the Mulliken spin population.
Geometry (Å):
1 H -3.617 -3.955 -1.074  0.000
2 C 1.798 -1.000 2.791  -0.014
3 C -0.852 2.895 2.164  -0.012
4 H -0.800 -1.886 1.321  -0.001
5 H -1.362 1.108 -3.824  0.000
6 H -0.180 1.312 -5.173  0.000
7 C -0.298 1.236 -4.073  0.000
8 O -3.470 -1.866 -0.663  0.000
9 H 2.381 1.179 -3.502  0.000
10 H 0.045 2.170 -3.606  0.000
11 H 2.099 0.290 -5.033  0.000
12 C 3.192 0.814 2.395  -0.013
13 C -3.319 -3.267 -0.255  0.000
14 O 0.366 -0.152 -2.074  0.008
15 C -2.554 -1.079 0.143  0.000
16 H 2.423 3.581 2.424  0.001
17 H 0.384 -2.322 -2.165  0.000
18 C -1.307 -1.995 0.359  -0.004
19 H 2.428 2.004 4.151  0.000
20 H 0.800 -0.063 4.591  0.001
21 H 3.957 1.477 1.980  0.001
22 H 0.793 -1.924 -4.455  0.000
23 C 2.006 0.251 -3.937  0.000
24 H 1.466 3.893 -0.073  0.000
25 C -0.518 3.240 0.815  0.010
26 C 0.319 3.008 2.953  0.002
27 H -1.221 -3.859 -0.660  0.000
28 C -1.391 0.156 3.158  -0.001
29 C 0.019 -1.280 -4.025  0.000
30 C 2.378 1.103 3.531  -0.007
31 C -0.192 -1.467 -2.547  0.000
32 C 1.390 3.392 2.104  -0.014
33 H 0.347 2.869 4.038  0.000
34 O -1.709 0.305 4.282  0.002
35 Pm 0.707 0.793 0.840  4.040
36 C 1.498 0.019 3.749  -0.008
37 H -1.677 -4.121 1.016  0.000
38 H -0.550 -1.761 -0.408  0.006
39 H -1.257 -1.548 -2.277  0.000
40 C 2.874 -0.517 1.958  0.015
41 H -0.914 -1.270 -4.598  0.000
42 H -4.032 -3.472 0.577  0.000
43 H 1.392 -2.019 2.789  0.002
44 C 0.550 0.080 -3.554  0.001
45 H -1.211 3.349 -0.027  0.001
46 C 0.892 3.534 0.776  -0.008
47 H 3.417 -1.098 1.206  0.001
48 C -1.822 -3.452 0.160  0.000
49 H -3.054 -0.816 1.107  0.001
50 H -1.866 2.742 2.547  0.000
51 N -0.980 0.061 1.991  -0.009
52 H -2.371 -0.103 -0.378  0.001
53 H 2.606 -0.571 -3.535  0.000

Forces on the atoms, in the same order (eV/Å):
0.1778 0.7495 0.2012
0.6617 0.2996 -0.2930
0.3348 0.9363 -0.6224
-0.5662 -0.0589 -0.3028
0.3310 -0.0556 -0.1250
-0.0882 -0.0434 0.6165
0.1096 0.2112 0.3972
0.8564 -0.9289 0.1567
0.1617 0.0753 -0.1264
-0.1133 -0.0731 -0.2102
-0.0052 -0.0292 0.3902
-0.3990 -0.2911 0.1850
-0.0215 0.3655 0.2168
-0.3478 -1.3465 -1.9274
-0.5767 -0.4536 0.4236
-0.6204 -0.1488 -0.2735
-0.2309 0.3988 0.3095
-0.1472 -0.3390 0.0969
-0.0449 -0.4618 -0.4603
0.2699 0.0603 -0.6213
-0.2390 -0.3799 0.1682
-0.3536 0.1624 -0.0022
-0.0130 0.2732 0.5326
-0.1558 0.0027 0.0800
0.1302 -0.1556 0.0098
-0.3935 0.2171 -0.6304
-0.3777 -0.3260 -0.0490
1.5906 0.2106 -3.0775
0.1123 0.4843 0.7524
0.2207 -0.7046 -0.4010
-0.6487 -1.1485 1.2017
-0.2008 0.0812 -0.2832
0.0651 -0.0550 -0.5920
-0.2497 -0.2927 -0.4542
1.0634 1.3218 2.2106
0.7955 -0.2212 -0.1427
-0.1710 0.3932 -0.0435
-0.2864 -0.1793 0.4231
0.4786 0.0175 0.0935
-0.5671 0.0176 0.1624
0.4067 0.0748 -0.0113
0.6207 0.1953 -0.2694
0.1293 0.5700 -0.0933
0.3234 1.2201 -1.5223
0.2472 -0.0544 0.4209
-0.3204 -0.3046 0.4527
-0.2304 0.2347 0.3067
-0.2231 0.6845 -0.7625
0.4436 -0.3290 -0.6567
0.5243 -0.1920 -0.2459
-2.3933 0.2378 4.3249
-0.0352 -0.9317 0.2229
-0.0347 0.0092 -0.1565

=====

The following is a DFT calculation (the ωB97M-V functional and the def2-TZVPD basis) of C21H8F4MnN6O7Te as an isolated structure.

As for the HOMO-LUMO gap (spin up / spin down): 4.528 / 4.446 eV. The value obtained for the LUMO energy (spin up / spin down) is -2.4713 / -2.5584 eV. For the total energy, the calculation gives -94651.16795 eV. The calculation puts the energy relative to the best compared isomer or geometry (same formula, charge and spin) at 85.6 kcal per mole. Its multiplicity is 6.

Each line ends with the Mulliken spin population.
Geometry (Å):
1 O -1.638 -2.235 -7.558  0.001
2 H -0.867 -3.367 -3.973  0.000
3 O -0.612 -1.143 -0.654  0.000
4 C -1.871 1.820 2.841  0.005
5 H -4.601 1.099 1.207  0.001
6 C 1.973 1.304 3.613  0.011
7 C -1.617 0.400 -4.482  -0.001
8 C 3.129 -0.755 4.056  0.001
9 F 1.480 2.488 3.996  0.001
10 C 1.881 0.323 -0.491  0.014
11 H -1.136 2.491 3.275  0.001
12 H -1.502 0.797 2.839  -0.001
13 O -1.195 -3.889 -6.257  0.001
14 N -1.809 1.812 -4.728  -0.001
15 O 0.284 -2.939 -1.672  0.006
16 F 3.283 -2.387 2.372  0.000
17 N 1.416 -2.724 -0.963  0.007
18 C 1.702 0.855 2.342  -0.028
19 H -1.825 -0.092 -6.551  -0.001
20 N -1.411 -2.717 -6.472  0.000
21 C 2.732 0.525 4.528  0.001
22 H -4.171 1.108 -0.521  0.001
23 C 2.947 2.320 6.218  0.001
24 O -1.469 0.741 -2.156  0.033
25 F 3.833 -1.560 4.855  0.000
26 N 1.600 1.128 -1.287  0.018
27 Te -2.284 2.494 0.824  -0.011
28 C 2.858 -1.184 2.774  -0.002
29 N 3.958 -0.518 7.684  -0.001
30 C 2.171 -0.375 1.859  0.001
31 C -1.089 -2.315 -4.082  0.001
32 C 1.599 -1.866 -0.127  0.021
33 H -3.353 -0.021 0.572  0.003
34 C 3.056 0.979 5.827  -0.006
35 H -2.788 1.872 3.419  0.001
36 N 2.954 3.416 6.567  -0.001
37 C -1.390 -1.821 -5.342  0.006
38 C -3.796 0.969 0.488  0.008
39 O -1.517 2.593 -3.848  0.002
40 C -1.072 -1.461 -2.983  0.040
41 F 0.872 1.586 1.516  -0.002
42 C -0.571 -1.839 -1.690  -0.017
43 C -1.399 -0.051 -3.144  -0.018
44 C 1.977 -0.718 0.460  0.021
45 O -2.237 2.131 -5.815  0.002
46 C -1.636 -0.466 -5.553  -0.002
47 Mn -0.414 1.056 -0.607  4.883
48 C 3.566 0.135 6.824  0.001

Forces on the atoms, in the same order (eV/Å):
-0.0701 0.0957 -0.2972
0.0561 -0.0111 -0.0098
-0.2978 -1.3186 -1.2652
-0.0372 0.1067 -0.2262
0.1102 0.0685 0.0062
-0.0523 -0.1649 -0.7343
0.1504 -0.9377 0.1905
-0.1951 -0.1562 -0.6454
-0.1608 -0.0433 -0.0534
0.5046 0.3460 -0.8901
0.0892 -0.0064 -0.0475
0.0579 0.0546 -0.1169
0.0443 -0.3387 0.0433
-0.0671 0.5029 -0.0646
-1.5705 0.1076 -0.4835
0.0453 0.0299 -0.0638
1.4308 -0.5826 0.3350
0.2722 -0.2802 0.5990
-0.0007 -0.0181 0.0787
0.0246 -0.2880 -0.2995
0.2275 0.1382 0.6613
-0.0091 0.0523 -0.0385
0.0443 0.4785 -0.0238
-0.5923 -0.0728 -0.6374
-0.0823 0.0156 -0.1777
0.5608 -0.3019 0.3709
-0.4955 -0.6204 0.6612
-0.0360 0.4039 0.4537
0.1628 -0.2550 0.3646
-0.2128 -0.0008 0.1352
0.0329 -0.0239 -0.4076
-0.0542 0.8973 0.1775
0.0434 0.0796 0.0813
-0.3316 -0.3520 -0.9556
-0.1159 0.0872 -0.1037
-0.1497 0.4336 0.1358
0.0484 0.4689 1.0666
0.2660 0.2586 -0.0889
0.0851 0.2565 -0.0697
-0.3943 0.7161 -0.3235
0.2777 0.0801 0.3896
0.7772 1.1866 1.5615
-0.0169 -0.4726 -0.1237
0.0431 -0.6932 0.1427
-0.1849 0.0347 -0.3835
0.0368 0.1225 0.2221
-0.4102 0.2418 0.5947
0.1456 -0.3255 0.2594

=====

The following is a DFT calculation (the ωB97M-V functional and the def2-TZVPD basis) of a 2-piece molecular cluster, C5H9NSi overall.

Its structure (SMILES) is C1=CCC=C1.N=[SiH2]. As for the HOMO-LUMO gap: 8.910 eV. The value obtained for the LUMO energy is 0.5013 eV. For the total energy, the calculation gives -14695.40760 eV. The calculation puts the energy relative to the best compared isomer or geometry (same formula, charge and spin) at 57.7 kcal per mole.

Each line ends with the natural charge from an NBO analysis.
Geometry (Å):
1 N 0.213 -2.030 -0.827  -1.367
2 Si 0.196 -1.123 -2.126  1.383
3 C -1.157 -0.183 0.996  -0.205
4 C 0.088 1.550 0.119  -0.195
5 H 1.032 -2.489 -0.320  0.404
6 H 0.265 2.510 -0.327  0.216
7 H 0.219 -0.916 2.410  0.212
8 H 1.663 0.345 0.370  0.260
9 C 0.010 -0.192 1.679  -0.183
10 C 0.922 0.838 1.136  -0.502
11 H 1.237 -0.443 -2.916  -0.226
12 H 1.544 1.403 1.779  0.246
13 H -2.022 -0.842 1.023  0.223
14 C -1.175 0.963 0.091  -0.253
15 H -0.978 -0.749 -2.732  -0.228
16 H -2.056 1.358 -0.354  0.217

Forces on the atoms, in the same order (eV/Å):
1.6736 -1.4716 0.7737
1.7890 -0.0740 0.9211
-0.2109 0.8873 0.0393
-2.9650 -0.1117 0.6492
-1.6631 1.1728 -1.1726
0.5231 0.0931 -0.2026
0.6330 -0.7451 0.7885
-0.7713 0.1450 1.4854
-1.1268 -0.0073 -0.9557
0.6700 -1.2047 -2.8618
0.4817 -0.1188 0.1006
0.3579 0.7334 0.7319
0.4619 -0.1022 0.4684
2.7153 0.3320 0.7339
-2.1967 0.3776 -0.7526
-0.3717 0.0943 -0.7467

=====

The following is a DFT calculation (the ωB97M-V functional and the def2-TZVPD basis) of a single C5H10O2 molecule.

Its structure (SMILES) is C[C@@H](O)CCC=O. As for the HOMO-LUMO gap: 10.585 eV. The value obtained for the LUMO energy is 0.7764 eV. For the total energy, the calculation gives -9441.01958 eV. The calculation puts the energy relative to the best compared isomer or geometry (same formula, charge and spin) at 46.7 kcal per mole.

Each line ends with the natural charge from an NBO analysis.
Geometry (Å):
1 C 0.962 0.908 1.980  -0.618
2 H 0.990 0.039 2.649  0.212
3 H 1.612 -0.877 -0.539  0.495
4 H -0.676 -1.183 0.650  0.224
5 H -2.397 0.005 -1.649  0.235
6 C 0.714 0.480 0.521  0.108
7 H 0.767 1.391 -0.099  0.139
8 C -1.329 -0.046 -1.278  -0.542
9 C -0.731 -0.145 0.270  -0.410
10 O 0.316 -1.706 -1.557  -0.561
11 O 1.821 -0.352 0.245  -0.737
12 C -0.690 -1.193 -1.995  0.446
13 H 0.221 1.623 2.349  0.200
14 H -1.419 0.414 0.903  0.213
15 H 1.953 1.379 2.043  0.223
16 H -0.951 0.926 -1.611  0.246
17 H -1.161 -1.662 -2.882  0.127

Forces on the atoms, in the same order (eV/Å):
-0.2030 -0.0082 -0.0734
-0.1444 0.0884 -0.2149
-0.0570 -0.0587 0.0649
-0.3496 0.4150 -0.4548
0.6716 -0.2556 1.5871
-0.5088 0.3603 0.0334
0.0227 -0.0551 -0.0173
0.8398 -0.0684 0.8238
-0.3679 0.2373 -0.3648
-0.0396 -0.2921 -0.7293
-0.2831 -0.1303 -0.2736
0.5091 -0.2097 0.1137
0.0193 -0.0958 -0.0999
-0.0190 0.0161 0.0748
-0.3038 -0.1261 -0.1236
0.3226 -0.1839 -0.3873
-0.1087 0.3667 0.0413

=====

The following is a DFT calculation (the ωB97M-V functional and the def2-TZVPD basis) of C2H9N2 as an isolated structure.

As for the HOMO-LUMO gap: 10.992 eV. The value obtained for the LUMO energy is -3.3638 eV. As for the total charge: +1. For the total energy, the calculation gives -5193.11469 eV. The calculation puts the energy relative to the best compared isomer or geometry (same formula, charge and spin) at 19.4 kcal per mole.

Each line ends with the natural charge from an NBO analysis.
Geometry (Å):
1 H 0.605 1.645 -0.819  0.426
2 H 1.341 -0.467 -1.618  0.227
3 N 0.108 0.829 -0.476  -0.761
4 H -0.658 0.785 2.425  0.417
5 N 0.201 0.400 1.991  -1.007
6 H 1.019 0.682 2.520  0.422
7 H -0.258 -2.123 -2.166  0.247
8 H -0.857 1.153 -0.676  0.417
9 H -1.584 -1.302 -1.129  0.216
10 C -0.574 -1.265 -1.515  -0.370
11 H 0.125 -0.644 2.009  0.417
12 H 0.182 0.650 0.691  0.427
13 C 0.349 -0.344 -1.236  -0.077

Forces on the atoms, in the same order (eV/Å):
0.8084 -0.1287 0.1179
0.4153 0.1806 -0.0612
-1.8060 1.5549 -1.0012
0.8219 -0.3307 -0.0930
-1.0341 -1.3235 0.6921
-0.0498 0.0059 0.0840
-0.3932 0.9351 0.8613
0.2609 -0.5101 0.4055
-0.0846 0.3264 -0.1037
1.0855 -0.7222 -0.4036
0.1425 1.1580 0.3610
0.3848 0.4321 0.2738
-0.5517 -1.5778 -1.1330